{"formula": "C9H9IO", "method": "ωB97M-V/def2-TZVPD", "energy_ev": -19625.6288, "lumo_ha": -0.0099, "e_above_lowest_kj_mol": 0.00, "elements": ["C", "C", "C", "C", "C", "C", "C", "C", "C", "O", "I", "H", "H", "H", "H", "H", "H", "H", "H", "H"], "coordinates": [[-0.786, 2.920, -0.818], [-1.283, 2.639, 0.393], [-0.001, 1.906, -1.416], [-1.221, 1.337, 0.969], [-0.006, 0.665, -0.965], [-0.571, 0.349, 0.338], [0.433, -0.854, 2.230], [0.538, -1.899, -0.071], [-0.212, -1.005, 0.862], [1.265, -1.551, 2.691], [-1.847, -2.232, 1.659], [-0.767, 3.904, -1.205], [-2.032, 3.365, 0.665], [0.463, 2.099, -2.354], [-1.691, 1.370, 1.993], [0.695, -0.061, -1.404], [0.243, 0.185, 2.676], [0.721, -2.886, 0.388], [1.561, -1.455, -0.383], [-0.005, -2.075, -0.997]], "mulliken_charge": [-0.4320, -0.6657, -0.6204, 0.0698, -0.4127, 0.5685, -0.0604, -1.6943, 0.4016, -0.4549, 0.1290, 0.4171, 0.3085, 0.3636, 0.3538, 0.1813, 0.3083, 0.3861, 0.3737, 0.4788]}